Computed, not measured: a 10-piece molecular cluster, C39H102BF4N12O15 overall, with ωB97M-V with the def2-TZVPD basis set.

Geometry as XYZ:
```
173
Properties=species:S:1:pos:R:3:forces:R:3:lowdin_charge:R:1
B -0.742305 -0.961039 -2.364429 -0.318 -0.113 -0.593 -1.502
F -1.311697 -1.656856 -3.403147 -0.923 -1.261 -1.610 0.101
F -0.206849 0.176400 -2.886867 0.816 2.202 -0.714 0.120
F -1.702502 -0.706562 -1.443763 -1.668 0.733 1.620 0.135
F 0.237676 -1.688790 -1.802749 2.083 -1.606 1.181 0.148
C -5.296226 -5.517698 -2.208565 -2.486 -3.132 -1.076 -0.793
O -6.150779 -6.374477 -1.956956 -0.079 0.514 -0.839 0.004
N -4.785701 -5.114010 -3.346172 -0.063 0.070 -5.048 0.153
N -4.632741 -4.907785 -1.332579 3.065 3.160 7.719 0.153
H -4.034382 -4.440249 -3.305249 -0.414 -0.176 -0.669 0.112
H -5.288634 -5.263675 -4.209171 0.364 0.006 0.148 0.115
H -4.842534 -5.050388 -0.354954 0.025 -0.157 -0.238 0.129
H -3.921921 -4.210162 -1.500374 -0.312 -0.179 -0.009 0.126
C 7.055380 -6.168190 -0.957727 0.580 -1.399 0.290 -0.807
O 6.295135 -6.987432 -1.367997 -2.114 -1.503 -0.971 0.066
N 8.255606 -6.523497 -0.512089 3.183 -1.466 1.003 0.138
N 6.842363 -4.897632 -0.825349 -1.221 5.070 0.139 0.164
H 8.986469 -5.896947 -0.206518 -0.401 -0.146 -0.038 0.097
H 8.411538 -7.514017 -0.391034 0.038 0.317 -0.214 0.110
H 7.561910 -4.253329 -0.530016 -0.185 -0.355 -0.004 0.106
H 5.960182 -4.453435 -1.036395 0.112 -0.516 -0.194 0.125
C 2.575846 -0.633285 -7.492575 0.480 -1.044 -1.159 -0.846
O 3.134309 -1.069559 -8.456183 0.714 -0.353 -3.563 0.037
N 1.379638 -0.143718 -7.366579 -3.868 1.634 -0.940 0.172
N 3.163469 -0.694328 -6.362941 3.254 -0.261 5.782 0.158
H 0.876761 0.100949 -8.207627 -0.235 -0.285 0.511 0.119
H 0.960263 -0.169806 -6.448141 -0.428 0.343 -0.517 0.119
H 2.705711 -0.416705 -5.506508 0.422 -0.042 -0.057 0.118
H 4.108021 -1.050173 -6.327140 -0.428 -0.026 0.067 0.123
C -0.448635 8.214998 0.576559 -0.710 -1.180 0.460 -0.101
O 0.153605 6.925921 0.681983 -0.273 -0.002 -0.862 -0.196
C -0.271895 6.187453 1.805110 0.326 0.159 1.156 -0.235
C 0.330087 4.775004 1.812802 -0.706 0.312 -0.185 -0.218
N 1.737245 4.850347 2.013077 0.918 1.032 0.210 -0.080
C 2.491758 3.620081 1.899916 0.509 -0.322 0.575 -0.186
C 4.003134 3.862251 1.890075 -0.453 2.464 -1.203 -0.244
O 4.441602 4.175892 3.168691 1.470 -1.544 2.326 -0.190
C 5.824756 4.559268 3.259065 -0.638 0.728 -0.381 -0.094
H -0.335199 8.570529 -0.447565 0.689 0.336 0.387 0.091
H -0.159293 8.832591 1.426836 0.650 0.543 -0.404 0.085
H -1.529059 8.153633 0.707006 -0.400 -0.385 -0.033 0.075
H -1.354149 6.183532 1.934725 -0.312 -0.246 -0.529 0.116
H 0.086068 6.739622 2.674070 0.207 -0.082 0.509 0.116
H 0.044946 4.330656 0.859190 -0.035 -0.373 -0.349 0.120
H -0.067910 4.136131 2.601184 -0.515 0.237 0.089 0.124
H 2.061216 5.585442 1.400861 0.561 -0.134 -0.180 0.103
H 2.126814 3.046472 1.047929 0.328 -0.447 -0.103 0.122
H 2.397102 3.069575 2.835903 -0.725 -0.440 -0.060 0.120
H 4.092323 4.844352 1.425731 0.222 0.152 -1.255 0.106
H 4.662683 3.193018 1.337603 -0.304 -0.595 0.196 0.124
H 6.526132 4.055486 2.593952 -0.445 -0.175 -0.641 0.080
H 6.320887 4.425170 4.220300 -0.956 -0.226 0.489 0.078
H 5.802559 5.630884 3.060998 0.593 0.185 -0.231 0.084
C 9.873271 9.390216 1.933351 -0.548 0.703 0.741 -0.141
O 9.872740 9.538751 0.545683 0.179 -0.752 -1.184 -0.194
C 10.839172 8.765075 -0.187443 0.059 -0.399 0.110 -0.194
C 10.482017 8.657804 -1.721919 -0.431 0.397 2.102 -0.188
N 9.320420 7.789508 -1.949952 0.461 0.172 -0.113 -0.078
C 8.907208 7.791409 -3.339783 -1.900 -2.239 -0.074 -0.182
C 7.716536 6.677940 -3.543185 1.543 0.946 0.914 -0.181
O 6.548628 7.075602 -2.863898 1.651 1.867 0.791 -0.196
C 5.554715 6.151880 -2.733689 -1.636 -1.252 -1.737 -0.147
H 10.833205 9.386892 2.449714 0.533 0.133 -0.460 0.082
H 9.335970 8.537523 2.348470 -0.182 -0.475 -0.533 0.082
H 9.330400 10.272058 2.273560 0.046 0.008 0.280 0.087
H 10.980601 7.785563 0.269335 -0.637 -0.485 -0.124 0.111
H 11.808310 9.209296 0.039602 0.311 0.474 -0.743 0.110
H 11.334062 8.287731 -2.292165 0.039 -0.056 0.138 0.114
H 10.293190 9.695516 -1.996848 -0.036 0.266 -0.465 0.109
H 8.518607 8.112478 -1.427557 0.059 0.114 0.425 0.107
H 9.731687 7.453833 -3.967776 0.057 0.105 -0.082 0.107
H 8.544002 8.762077 -3.677430 -0.058 0.170 -0.222 0.109
H 8.011736 5.743466 -3.065977 0.588 -0.136 -0.104 0.110
H 7.587369 6.475050 -4.606323 -0.378 0.251 -0.249 0.110
H 5.831619 5.098606 -2.778602 0.765 -0.153 0.502 0.086
H 4.995147 6.243565 -3.664586 -0.908 -0.140 -0.028 0.087
H 4.871163 6.282146 -1.894711 0.411 0.475 0.130 0.090
C -3.545807 6.673965 -6.326554 0.588 -1.002 0.612 -0.103
O -4.548637 5.847987 -5.763740 -0.949 0.693 0.560 -0.216
C -4.234259 4.520644 -5.362337 -1.140 -0.996 -0.028 -0.186
C -5.240224 3.978236 -4.227629 1.981 0.188 -0.729 -0.191
N -6.619806 4.259792 -4.536488 -0.525 -0.915 -0.244 -0.063
C -7.227164 3.482932 -5.639982 0.333 -0.166 -1.326 -0.196
C -7.376321 1.938096 -5.500487 0.115 1.451 0.099 -0.219
O -8.147057 1.443685 -6.594989 -0.318 0.116 0.692 -0.200
C -8.374716 0.035141 -6.485505 0.073 0.850 0.325 -0.103
H -3.172071 6.184562 -7.225944 0.502 0.097 -0.025 0.085
H -2.798837 6.809853 -5.544461 0.657 -0.102 -0.323 0.085
H -3.834981 7.689103 -6.598525 -0.952 -0.277 0.125 0.081
H -3.187467 4.260747 -5.204886 0.264 0.769 0.715 0.118
H -4.453319 3.871869 -6.210395 -0.234 -0.106 -0.401 0.099
H -5.023037 4.310339 -3.212422 0.148 0.697 -0.158 0.106
H -4.974187 2.924759 -4.140993 -0.480 -0.305 -0.317 0.109
H -6.572879 5.223035 -4.836610 -0.583 0.251 -0.046 0.090
H -6.708749 3.638931 -6.586042 0.550 0.025 -0.232 0.101
H -8.202055 3.892391 -5.904585 -0.287 -0.019 0.639 0.114
H -7.849957 1.831890 -4.524532 -0.220 -0.782 0.085 0.121
H -6.400677 1.453011 -5.530704 0.152 -0.087 0.313 0.116
H -7.422064 -0.467428 -6.652759 -0.163 -0.430 -0.261 0.086
H -9.182196 -0.233024 -7.166794 0.432 -0.023 -0.328 0.085
H -8.738047 -0.232468 -5.493291 0.072 0.058 0.271 0.080
C -7.301422 0.483638 4.673302 0.360 0.335 0.461 -0.110
O -8.098868 0.499484 5.884779 0.229 0.104 -0.639 -0.199
C -7.688450 1.607071 6.744369 -0.502 -1.024 -0.940 -0.198
C -8.571344 1.789381 7.964034 0.242 -0.639 -0.395 -0.240
N -8.429384 0.721902 8.913289 0.003 -0.445 1.044 -0.072
C -9.254389 1.004916 10.100275 0.768 -0.955 -0.648 -0.192
C -9.347823 -0.260060 11.000815 -0.100 1.116 -0.065 -0.220
O -9.956503 -1.232513 10.186640 -0.472 -1.620 -0.034 -0.196
C -10.337555 -2.458511 10.844924 0.383 0.420 0.831 -0.090
H -7.492141 1.385001 4.090827 0.046 0.108 -0.020 0.082
H -7.355557 -0.366307 3.993025 -1.434 -0.357 0.473 0.082
H -6.231168 0.391819 4.858341 0.298 0.662 0.704 0.077
H -7.778366 2.541529 6.190472 0.444 0.088 -0.324 0.114
H -6.665077 1.329267 6.996586 0.175 0.722 0.425 0.122
H -9.629737 1.874227 7.717631 -0.237 0.354 -0.635 0.121
H -8.276379 2.735545 8.417766 0.120 0.075 0.150 0.119
H -8.809092 -0.127900 8.521165 0.159 -0.202 -0.324 0.102
H -10.268174 1.228308 9.767983 -0.450 0.133 0.192 0.109
H -8.818299 1.923583 10.492666 -0.159 -0.254 0.882 0.115
H -9.956898 -0.014874 11.870881 -0.409 -0.014 0.144 0.112
H -8.403719 -0.615127 11.413954 0.391 0.045 -0.338 0.119
H -9.564987 -2.901536 11.473387 0.738 0.358 -0.069 0.078
H -10.608285 -3.290817 10.195258 -0.141 0.719 -0.668 0.086
H -11.135987 -2.294043 11.568501 -0.446 0.267 -0.208 0.080
C 0.640569 -7.706081 -9.753397 -1.145 -1.191 0.607 -0.111
O 1.329830 -8.216262 -8.607387 0.454 0.859 -0.252 -0.188
C 2.012005 -7.160344 -7.932612 0.968 0.282 0.144 -0.233
C 2.779340 -7.623753 -6.685386 -1.335 -1.922 0.099 -0.190
N 3.570143 -8.872077 -6.851091 0.572 1.734 -0.237 -0.044
C 4.763629 -8.471756 -7.616277 0.756 -1.767 0.345 -0.213
C 5.858588 -9.552874 -7.494381 -0.940 0.217 1.943 -0.195
O 6.098328 -9.798633 -6.062691 0.412 -0.291 -1.184 -0.192
C 7.023916 -10.877534 -5.968629 0.042 0.446 -0.407 -0.132
H 0.007224 -6.857305 -9.495453 0.235 0.316 0.072 0.085
H -0.058064 -8.507849 -9.992506 -0.056 -0.041 -0.210 0.082
H 1.191443 -7.509310 -10.673137 0.725 0.164 0.352 0.084
H 1.305923 -6.400546 -7.597587 -0.158 0.187 -0.173 0.120
H 2.738296 -6.706612 -8.606951 -0.083 0.239 -0.387 0.113
H 2.003518 -7.862136 -5.957806 0.083 0.142 0.367 0.111
H 3.440372 -6.861600 -6.272776 -0.285 0.131 -0.164 0.119
H 3.052333 -9.503760 -7.445195 -0.336 -0.131 0.057 0.095
H 5.171263 -7.543636 -7.215602 -0.216 0.117 -0.285 0.119
H 4.490760 -8.451144 -8.671374 0.392 0.725 -0.334 0.113
H 6.805063 -9.281609 -7.962040 -0.001 0.120 -0.203 0.111
H 5.453396 -10.459559 -7.943646 0.198 -0.341 -0.101 0.112
H 7.472371 -11.035507 -4.987808 -0.530 0.484 0.280 0.082
H 7.855022 -10.644484 -6.634266 0.300 -0.314 -0.200 0.072
H 6.558396 -11.814254 -6.275144 -0.050 -0.168 -0.137 0.081
C 0.580447 -4.119749 5.029408 0.812 0.572 0.939 -0.121
O -0.077454 -3.938316 6.268424 -1.771 0.325 0.961 -0.227
C -1.104263 -2.849487 6.308357 1.389 -0.662 -0.832 -0.155
C -1.886299 -2.830512 7.630930 0.606 -0.532 -1.599 -0.228
N -2.299422 -4.188687 7.976127 -0.163 0.572 0.677 -0.044
C -2.815160 -4.126479 9.334112 0.363 -0.830 0.357 -0.224
C -2.986315 -5.504690 10.042260 -0.118 0.068 -0.379 -0.198
O -1.871926 -6.380076 10.205063 0.279 1.348 0.154 -0.194
C -0.878231 -5.865213 11.089637 0.294 -0.748 -0.698 -0.110
H 1.291433 -3.297300 4.950838 -0.446 0.722 -1.028 0.082
H -0.094640 -4.316241 4.196494 0.114 0.348 -0.102 0.093
H 1.325107 -4.911034 5.115723 -0.620 -0.712 0.292 0.080
H -1.726704 -2.933828 5.417534 -0.245 -0.268 0.079 0.114
H -0.528623 -1.930572 6.197332 -0.124 0.310 0.043 0.111
H -2.770345 -2.194144 7.590934 -0.290 -0.126 -0.691 0.119
H -1.282878 -2.227836 8.309719 0.544 -0.725 0.963 0.106
H -1.507290 -4.815108 7.990810 0.321 0.024 -0.333 0.102
H -3.784371 -3.627823 9.342298 -0.269 -0.164 -0.040 0.118
H -2.150670 -3.436617 9.854341 0.085 -0.133 0.931 0.095
H -3.670936 -6.128102 9.467140 -0.249 0.284 -0.045 0.122
H -3.408124 -5.325287 11.031200 -0.251 0.145 0.148 0.111
H -1.201008 -5.745709 12.123871 -0.387 -0.141 0.091 0.082
H -0.449292 -4.915514 10.769981 -0.081 0.118 -0.243 0.079
H -0.105142 -6.630983 11.026318 0.201 0.209 0.347 0.088
```
Forces are in eV/Å.

Results
Kohn-Sham gap   0.3226 hartree
Spin multiplicity   1
Electronic energy   -102234.324 eV
Molar mass   1066.12 g mol⁻¹
Net charge   -1